130
Properties=species:S:1:pos:R:3:forces:R:3 method="wB97M-V/def2-TZVPD" spin_multiplicity=1 homo_ev=-11.07 lumo_energy_ev=-4.00 total_charge=+1 homo_lumo_gap_ev=7.06
F -2.1420 -1.7923 2.8165 -0.2 -0.2 0.0
C -2.4200 -1.6345 1.5113 0.6 0.4 -0.3
F -3.7453 -1.5438 1.3255 0.0 -0.1 0.1
C -1.8400 -2.8611 0.7077 -0.4 -0.8 1.0
F -1.3661 -3.7371 1.6063 0.2 0.1 -0.2
F -2.7918 -3.5216 0.0350 0.1 0.3 -0.2
N -0.7507 -2.4742 -0.1993 -0.2 0.1 -0.3
C 0.5081 -2.9483 0.0536 0.3 -0.2 0.3
C 1.5921 -2.6896 -0.7189 -0.4 0.3 0.0
C 2.8500 -3.3391 -0.1990 0.3 -0.5 0.3
C 3.1937 -4.6705 -0.8614 -0.2 0.3 -0.2
C 2.1592 -5.5104 -1.2498 -0.1 -0.1 -0.1
C 2.4013 -6.7585 -1.8127 0.6 0.5 0.0
C 3.7212 -7.1426 -1.9937 0.0 -0.4 -0.1
C 4.7638 -6.3118 -1.6149 0.2 0.2 0.2
C 4.5100 -5.0737 -1.0446 -0.3 -0.1 0.1
C 1.3929 -1.8681 -1.8838 0.5 -0.2 -0.1
C 2.4083 -1.5191 -2.8264 -0.3 0.3 -0.1
I 4.4137 -2.0978 -2.8717 0.0 0.0 0.1
C 2.0778 -0.6909 -3.8731 0.1 0.1 -0.2
C 0.7862 -0.1885 -4.0817 0.2 0.0 0.1
C -0.2028 -0.5097 -3.2134 0.1 0.1 -0.2
C 0.0708 -1.3569 -2.1136 0.0 -0.1 0.2
C -0.9960 -1.6773 -1.2433 0.0 0.1 -0.5
C -2.3577 -1.1135 -1.5204 -0.4 0.7 -0.1
C -2.4652 0.3913 -1.1320 -0.1 -0.3 1.0
O -1.1813 0.9504 -0.9460 0.0 0.2 -0.4
C -1.1499 2.3266 -1.2993 -0.4 -0.5 0.6
C 0.1633 2.9278 -0.8011 -0.3 0.2 -0.5
F -0.0474 3.7493 0.2420 0.2 -0.3 0.1
F 1.0372 1.9856 -0.4430 0.1 0.2 0.1
F 0.7217 3.6868 -1.7663 0.0 -0.2 0.1
H -1.9227 -0.7151 1.1906 -0.2 0.0 0.0
H 0.6182 -3.5620 0.9307 -0.2 0.0 0.0
H 3.7075 -2.6731 -0.1500 0.0 0.1 -0.3
H 2.6515 -3.5993 0.8450 0.0 0.2 0.1
H 1.1357 -5.1970 -1.0956 0.0 0.0 -0.1
H 1.5806 -7.3991 -2.0897 0.0 -0.1 -0.2
H 3.9542 -8.1103 -2.4191 -0.1 0.0 0.0
H 5.7948 -6.6158 -1.7386 0.0 -0.1 -0.1
H 5.3156 -4.4181 -0.7400 0.1 -0.1 0.0
H 2.8368 -0.3949 -4.5856 0.1 -0.1 0.0
H 0.5882 0.4358 -4.9405 0.1 0.0 0.0
H -1.1829 -0.0989 -3.3911 -0.1 -0.1 0.1
H -2.5715 -1.1934 -2.5839 0.2 -0.3 0.0
H -3.1768 -1.6178 -1.0208 0.2 -0.2 0.0
H -3.0996 0.9456 -1.8252 0.3 -0.1 -0.2
H -2.9839 0.4353 -0.1669 -0.1 0.2 -0.1
H -1.9635 2.8275 -0.7701 0.0 0.3 -0.2
H -1.2741 2.4461 -2.3768 0.2 0.1 0.0
Br -4.8299 -3.3535 6.8132 0.0 0.1 0.0
C -3.7280 -2.1966 5.7072 0.0 -0.2 0.0
C -2.6416 -1.5252 6.5046 0.0 0.2 0.0
Br -3.3359 -0.0679 7.5858 0.0 0.0 0.0
H -4.3966 -1.4850 5.2330 0.0 0.0 0.0
H -3.2947 -2.8488 4.9526 0.0 0.0 0.0
H -1.9112 -1.0686 5.8395 0.0 0.0 0.0
H -2.1380 -2.2070 7.1820 0.0 0.0 0.0
Br -1.3598 0.8335 -6.7440 -0.1 0.1 -0.1
C -1.2195 0.0136 -8.5094 -0.1 -0.1 0.1
C -0.2979 -1.1762 -8.4974 0.2 0.0 -0.1
Br 1.5677 -0.6349 -8.4138 0.0 0.0 0.1
H -0.8931 0.7970 -9.1850 0.0 0.0 0.0
H -2.2315 -0.2893 -8.7702 0.0 0.0 0.0
H -0.4001 -1.7416 -9.4211 0.0 0.0 0.0
H -0.4686 -1.8325 -7.6511 0.0 0.0 0.0
Br -5.0645 2.3887 -2.9145 0.0 0.0 0.0
C -6.2119 2.7924 -1.3902 -0.1 0.0 -0.2
C -5.9734 4.1799 -0.8645 0.0 0.0 0.2
Br -4.3178 4.2589 0.1569 0.0 0.0 -0.1
H -6.0209 2.0287 -0.6433 0.0 0.0 0.0
H -7.2282 2.6887 -1.7626 0.0 0.0 0.0
H -6.7602 4.4601 -0.1672 0.0 0.0 0.0
H -5.9009 4.9277 -1.6472 0.0 0.0 0.0
Br -3.0604 3.7136 3.9006 0.0 0.0 0.0
C -3.4142 5.5860 3.5083 0.3 -0.1 0.0
C -3.9037 6.3320 4.7188 -0.2 0.1 -0.1
Br -5.7608 5.8917 5.0920 0.0 0.0 0.1
H -4.1307 5.6035 2.6944 0.0 0.0 0.0
H -2.4650 5.9923 3.1649 0.0 0.0 0.0
H -3.8860 7.4034 4.5320 0.0 0.0 0.0
H -3.3375 6.1123 5.6178 0.0 0.0 0.0
Br 4.6458 3.3484 -1.9381 0.0 -0.1 0.0
C 3.7290 4.0373 -0.3678 0.0 0.0 -0.2
C 4.4302 5.2402 0.2026 0.0 0.0 0.2
Br 6.0316 4.7240 1.1773 0.0 0.1 -0.1
H 3.6630 3.2198 0.3432 0.0 0.0 0.0
H 2.7349 4.3049 -0.7099 0.0 0.1 0.0
H 3.7954 5.7391 0.9316 0.0 0.0 0.0
H 4.7366 5.9529 -0.5559 0.0 0.0 0.0
Br 7.2713 2.2587 6.9451 0.0 0.0 0.0
C 7.9985 2.7663 5.2118 -0.1 0.1 0.3
C 6.9641 2.6702 4.1248 0.1 -0.1 -0.2
Br 6.6437 0.8223 3.6056 -0.1 0.0 0.0
H 8.8568 2.1305 5.0323 0.0 0.0 -0.1
H 8.3283 3.7966 5.3312 0.0 0.0 -0.1
H 7.3140 3.1614 3.2202 0.1 0.0 0.1
H 6.0056 3.0872 4.4148 0.0 0.0 0.0
Br -2.3396 -4.9392 -8.1990 0.0 0.0 0.1
C -3.5111 -4.4328 -6.7338 0.0 0.0 -0.3
C -3.2768 -3.0059 -6.3192 -0.1 0.0 0.2
Br -1.6340 -2.8201 -5.2877 0.0 0.0 0.1
H -3.3365 -5.1387 -5.9285 0.0 0.0 0.0
H -4.5235 -4.5550 -7.1122 0.0 0.0 0.0
H -4.0713 -2.6575 -5.6632 0.0 0.0 0.0
H -3.1897 -2.3343 -7.1678 0.0 0.0 0.0
Br 10.7852 2.1769 2.9607 0.0 0.0 0.0
C 11.8082 3.0630 4.3613 -0.1 0.1 -0.2
C 13.2863 3.0256 4.0803 0.1 -0.1 0.2
Br 14.0403 1.2704 4.4358 0.0 0.0 -0.1
H 11.5463 2.5783 5.2967 0.1 0.0 0.0
H 11.4507 4.0906 4.3727 0.0 0.0 0.0
H 13.8134 3.7080 4.7431 0.0 0.0 0.0
H 13.5207 3.2666 3.0488 0.0 0.0 0.0
Br -8.8236 7.0237 1.6593 0.0 0.0 0.0
C -8.7504 8.0985 3.2813 0.2 -0.1 0.0
C -9.8110 7.6917 4.2677 -0.2 0.2 0.0
Br -11.5683 8.3369 3.7449 0.0 -0.1 0.0
H -8.8377 9.1351 2.9730 -0.1 0.0 0.0
H -7.7601 7.9234 3.6971 0.0 0.0 0.0
H -9.6135 8.1407 5.2385 0.0 0.0 0.0
H -9.8902 6.6148 4.3746 0.0 0.0 0.0
Br -1.7754 -10.0852 -1.3549 0.1 0.0 0.0
C -1.1048 -9.9581 0.4661 -0.2 -0.1 -0.1
C -1.1722 -8.5459 0.9815 0.2 0.1 0.1
Br 0.2402 -7.4439 0.2089 -0.5 -0.2 0.4
H -0.0941 -10.3529 0.4575 0.0 0.0 0.0
H -1.7440 -10.6092 1.0576 0.0 0.0 0.0
H -1.0065 -8.5242 2.0565 0.0 0.0 0.0
H -2.1148 -8.0606 0.7506 0.0 0.0 0.0